# 1
{
  "formula": "C40H55AuN6",
  "method": "ωB97M-V with the def2-TZVPD basis set",
  "symbols": ["Au", "C", "C", "N", "C", "N", "C", "C", "C", "N", "C", "H", "H", "H", "H", "H", "H", "H", "H", "H", "H", "H", "H", "H", "N", "C", "C", "C", "N", "C", "C", "H", "H", "H", "H", "H", "H", "C", "C", "C", "C", "C", "C", "C", "C", "C", "C", "H", "H", "H", "H", "H", "H", "H", "H", "H", "H", "H", "H", "C", "C", "C", "C", "C", "C", "C", "C", "N", "C", "C", "C", "C", "C", "C", "C", "C", "C", "C", "H", "H", "H", "H", "H", "H", "H", "H", "H", "H", "H", "H", "H", "H", "H", "H", "H", "H", "H", "H", "H", "H", "H", "H"],
  "positions_angstrom": [[-0.349147, 0.729773, -0.742474], [-4.804542, 3.134346, -2.820142], [-3.626478, 2.341999, -3.348882], [-2.758661, 2.048235, -2.231369], [-3.220189, 1.636141, -1.018503], [-2.364377, 1.168926, -0.148178], [-2.842323, 0.792570, 1.175013], [-4.252527, 0.242709, 1.094592], [-5.145660, 1.283930, 0.460674], [-4.554085, 1.778284, -0.777379], [-5.495987, 2.309800, -1.755411], [-5.509868, 3.372621, -3.616527], [-4.438509, 4.068870, -2.390073], [-3.059403, 2.914931, -4.081184], [-3.979438, 1.426848, -3.842126], [-1.774129, 1.859338, -2.377510], [-2.803525, 1.657721, 1.850916], [-2.155692, 0.036853, 1.555024], [-4.632341, -0.025588, 2.080976], [-4.235924, -0.661016, 0.479140], [-5.305258, 2.121930, 1.149374], [-6.127040, 0.869001, 0.217621], [-6.226673, 2.917036, -1.215633], [-6.045031, 1.481158, -2.219945], [1.560366, 5.662917, 3.318969], [1.056181, 4.968025, 2.246376], [1.889592, 4.479828, 1.238371], [1.325413, 3.793816, 0.180058], [0.022205, 3.560780, 0.045751], [-0.766151, 4.047202, 1.001130], [-0.315926, 4.747106, 2.105267], [2.551006, 5.651255, 3.479213], [0.981761, 5.792767, 4.128387], [2.962504, 4.620581, 1.287822], [1.959583, 3.379211, -0.599287], [-1.827821, 3.847213, 0.884568], [-1.016534, 5.111469, 2.846486], [1.757710, 1.134685, -3.915843], [1.683903, -0.055472, -2.949862], [0.545429, -0.974240, -3.418039], [1.397688, 0.509820, -1.578679], [2.999795, -0.839357, -2.890909], [3.020909, -2.096688, -2.281014], [4.203434, -2.802747, -2.135242], [5.402092, -2.264985, -2.588838], [5.397919, -1.015398, -3.184833], [4.207493, -0.311223, -3.334491], [0.779802, 1.613563, -3.957740], [2.036995, 0.792357, -4.915942], [2.474313, 1.892213, -3.595268], [-0.368477, -0.385399, -3.533354], [0.329310, -1.763365, -2.700948], [0.791688, -1.429440, -4.380119], [2.300481, 0.675016, -0.987788], [2.104093, -2.522489, -1.889896], [4.188296, -3.777787, -1.664401], [6.327904, -2.813517, -2.472771], [6.323359, -0.579506, -3.540415], [4.234011, 0.660582, -3.808548], [-0.531319, -5.934478, 0.951129], [-0.874644, -4.619942, 0.297789], [-1.725702, -4.587373, -0.797715], [-2.030635, -3.363616, -1.389286], [-2.929021, -3.286183, -2.597277], [-1.489106, -2.201652, -0.874612], [-0.622008, -2.180803, 0.241607], [-0.328399, -3.443860, 0.801525], [-0.208356, -0.960494, 0.733609], [0.815771, -0.816908, 1.772711], [2.151661, -1.514315, 1.456802], [3.166792, -1.282945, 2.582223], [3.446300, 0.215293, 2.720017], [2.141348, 0.939164, 3.062602], [1.593253, 0.415878, 4.390306], [1.302907, -1.078505, 4.250532], [2.598500, -1.819166, 3.901434], [0.269237, -1.294739, 3.138476], [1.121717, 0.684364, 1.950011], [-1.019955, -6.764802, 0.441857], [-0.844394, -5.951666, 1.997278], [0.545440, -6.116325, 0.934362], [-2.139561, -5.506343, -1.197358], [-3.299869, -4.271546, -2.879572], [-2.395883, -2.868625, -3.455082], [-3.791983, -2.643306, -2.408409], [-1.730092, -1.262377, -1.360155], [0.326076, -3.529788, 1.653106], [2.529532, -1.113068, 0.510070], [2.012207, -2.584180, 1.307208], [4.094246, -1.811065, 2.343105], [3.848435, 0.602289, 1.777526], [4.196640, 0.395783, 3.496915], [2.322323, 2.016442, 3.133937], [0.671314, 0.948968, 4.645982], [2.311037, 0.593463, 5.198143], [0.901817, -1.465776, 5.191890], [2.406785, -2.893927, 3.817175], [3.329832, -1.681374, 4.704878], [-0.643901, -0.730421, 3.355143], [-0.011152, -2.346048, 3.105233], [1.514092, 1.085162, 1.014431], [0.185196, 1.213592, 2.164290]],
  "forces_ev_per_angstrom": [[0.6, -0.8, 0.0], [0.0, 0.0, 0.0], [0.0, 0.0, 0.0], [-0.1, -0.1, 0.0], [0.1, 0.1, 0.0], [-0.1, 0.1, -0.1], [0.0, -0.1, -0.1], [0.0, -0.1, 0.0], [0.0, 0.0, -0.1], [0.0, 0.0, 0.0], [0.0, 0.0, 0.1], [0.0, 0.0, 0.0], [0.0, 0.0, 0.0], [0.0, 0.0, 0.0], [0.0, 0.0, 0.0], [0.0, 0.1, 0.0], [0.0, 0.0, 0.0], [0.0, 0.0, 0.0], [0.0, 0.0, 0.0], [0.0, 0.0, 0.0], [0.0, 0.0, 0.0], [0.0, 0.0, 0.0], [0.0, 0.0, 0.0], [0.0, 0.0, 0.0], [0.0, 0.1, -0.1], [0.0, 0.0, 0.1], [0.0, 0.0, 0.0], [0.0, -0.1, 0.0], [-0.1, 0.3, 0.0], [0.0, 0.0, 0.1], [0.0, -0.1, 0.0], [0.0, -0.1, 0.0], [0.0, 0.0, 0.0], [0.0, 0.0, 0.0], [0.0, 0.0, 0.0], [0.0, 0.0, 0.0], [0.0, 0.0, 0.0], [0.0, 0.1, 0.0], [0.2, -0.7, 0.3], [-0.1, 0.1, -0.1], [-0.5, 0.9, -0.4], [0.0, 0.0, 0.0], [0.0, 0.0, 0.1], [0.0, 0.0, 0.0], [0.0, 0.0, 0.0], [0.0, 0.0, 0.0], [0.0, 0.0, -0.1], [0.0, 0.0, 0.0], [0.0, 0.0, 0.0], [0.0, 0.0, 0.0], [0.0, 0.0, 0.0], [0.0, 0.0, 0.0], [0.0, 0.0, 0.0], [0.1, 0.0, -0.1], [0.0, 0.0, 0.0], [0.0, 0.0, 0.0], [0.0, 0.0, 0.0], [0.0, 0.0, 0.0], [0.0, 0.0, 0.0], [0.0, 0.0, 0.0], [0.0, 0.0, 0.0], [0.0, 0.0, 0.0], [0.0, 0.0, 0.0], [0.0, 0.0, 0.0], [-0.1, 0.0, 0.0], [0.0, 0.3, 0.3], [0.0, -0.1, -0.1], [-0.1, -0.1, -0.1], [-0.2, -0.1, 0.0], [0.0, 0.1, 0.0], [0.0, 0.0, 0.0], [0.0, 0.0, 0.0], [0.0, 0.0, 0.0], [0.0, 0.0, 0.0], [0.0, 0.0, 0.0], [0.0, 0.0, 0.0], [0.1, 0.0, 0.0], [0.0, -0.1, 0.0], [0.0, 0.0, 0.0], [0.0, 0.0, 0.0], [0.0, 0.0, 0.0], [0.0, 0.0, 0.0], [0.0, 0.0, 0.0], [0.0, 0.0, 0.0], [0.0, 0.0, 0.0], [0.0, 0.0, 0.0], [0.0, 0.0, 0.0], [0.0, 0.0, 0.0], [0.0, 0.0, 0.0], [0.0, 0.0, 0.0], [0.0, 0.0, 0.0], [0.0, 0.0, 0.0], [0.0, 0.0, 0.0], [0.0, 0.0, 0.0], [0.0, 0.0, 0.0], [0.0, 0.0, 0.0], [0.0, 0.0, 0.0], [0.0, 0.0, 0.0], [0.0, 0.0, 0.0], [0.0, 0.0, 0.0], [0.0, 0.0, 0.0], [0.0, 0.0, 0.0]],
  "total_energy_ha": -2021.40719,
  "orbital_gap_ev": [5.931, 6.726],
  "lumo_energy_ev": [-0.09, 0.56],
  "homo_energy_ev": [-6.0, -6.2],
  "fmax_ev_per_a": 1.1,
  "spin_multiplicity": 1
}

=====

# 2
{
  "formula": "C40H55BN9O4RuS3",
  "method": "ωB97M-V with the def2-TZVPD basis set",
  "symbols": ["Ru", "C", "C", "C", "C", "N", "N", "B", "N", "N", "C", "C", "C", "C", "C", "S", "C", "C", "C", "C", "N", "N", "C", "C", "C", "C", "C", "S", "C", "C", "C", "C", "C", "S", "C", "C", "C", "C", "H", "H", "H", "H", "H", "H", "H", "H", "H", "H", "H", "H", "H", "H", "H", "H", "H", "H", "H", "H", "H", "H", "H", "H", "H", "H", "H", "H", "H", "H", "H", "H", "H", "H", "H", "H", "H", "H", "H", "C", "O", "C", "C", "C", "C", "C", "C", "O", "C", "O", "C", "H", "H", "H", "H", "H", "H", "H", "H", "H", "C", "N", "C", "C", "O", "N", "C", "N", "H", "H", "H", "H", "H", "H", "H"],
  "positions_angstrom": [[1.219069, -1.409670, -0.789345], [-2.696956, 0.444274, -3.853005], [-2.493710, 0.442701, -2.375237], [-3.533070, 0.440250, -1.477766], [-3.282531, 0.383820, -0.096829], [-2.043335, 0.400418, 0.367681], [-1.042734, 0.438551, -0.476648], [0.392776, 0.478271, 0.146570], [1.150370, 1.726864, -0.388111], [0.429631, 2.818579, -0.644216], [1.054533, 3.897740, -1.040050], [2.470131, 3.926278, -1.102491], [3.206204, 2.800956, -0.860046], [4.693146, 2.754825, -0.951482], [2.469105, 1.624420, -0.556836], [3.169603, 0.061404, -0.450863], [0.169276, 5.076891, -1.424643], [-0.608272, 5.542685, -0.189445], [-0.814611, 4.599424, -2.502928], [0.990094, 6.241960, -1.974930], [0.323010, 0.553766, 1.671990], [-0.213840, 1.713373, 2.093831], [-0.354202, 1.916631, 3.371646], [0.058560, 0.931900, 4.311567], [0.614250, -0.235842, 3.896181], [1.067712, -1.304898, 4.830301], [0.757327, -0.425663, 2.481170], [1.449374, -1.818299, 1.829467], [-0.923738, 3.266736, 3.786344], [-2.138294, 3.601286, 2.916243], [0.183527, 4.307725, 3.570661], [-1.352986, 3.273962, 5.254503], [-1.195122, 0.408477, -1.822593], [0.225823, 0.276985, -2.764186], [-4.401374, 0.371404, 0.923927], [-3.857684, 0.094135, 2.325362], [-5.440415, -0.697276, 0.562022], [-5.058631, 1.761129, 0.885102], [-3.744382, 0.608373, -4.095287], [-2.386469, -0.514215, -4.272129], [-2.094662, 1.219105, -4.327408], [-4.552871, 0.474974, -1.835927], [2.974447, 4.843897, -1.371563], [5.102445, 3.751810, -1.096352], [5.001435, 2.123295, -1.786843], [5.121232, 2.322393, -0.046425], [-1.205685, 4.729569, 0.220987], [-1.276002, 6.360010, -0.463054], [0.065681, 5.905587, 0.589508], [-1.435463, 3.785748, -2.128304], [-0.286375, 4.256842, -3.395515], [-1.467375, 5.423003, -2.793511], [1.673632, 6.650638, -1.229205], [0.315002, 7.045796, -2.266410], [1.562481, 5.958763, -2.860438], [-0.072999, 1.114741, 5.368276], [0.926018, -0.999693, 5.864508], [2.121338, -1.534398, 4.665009], [0.512824, -2.227132, 4.649769], [-1.906560, 3.501729, 1.857084], [-2.457921, 4.625387, 3.111267], [-2.975154, 2.939926, 3.151503], [0.507735, 4.311326, 2.529832], [1.049271, 4.099692, 4.202159], [-0.186002, 5.302442, 3.822730], [-2.064280, 2.474985, 5.472674], [-1.843512, 4.220804, 5.478843], [-0.504863, 3.184129, 5.934960], [-3.364902, -0.878389, 2.374281], [-4.687017, 0.093355, 3.032571], [-3.137690, 0.851403, 2.634674], [-5.015755, -1.699941, 0.620728], [-5.861645, -0.556451, -0.433441], [-6.266645, -0.644070, 1.270421], [-4.331912, 2.546203, 1.097997], [-5.844519, 1.809482, 1.638807], [-5.515289, 1.965726, -0.084351], [4.045706, -7.456139, 1.162268], [2.640177, -7.539535, 1.372744], [1.871033, -6.524254, 0.984358], [0.490502, -6.683137, 1.257191], [-0.374148, -5.694378, 0.907386], [0.052669, -4.486822, 0.289261], [-0.918489, -3.479727, 0.010091], [-2.386162, -3.765967, 0.180775], [-0.657844, -2.303094, -0.360846], [1.448946, -4.352279, 0.000537], [1.950276, -3.323195, -0.626749], [2.337284, -5.383827, 0.357840], [4.460263, -8.370177, 1.574565], [4.463485, -6.593161, 1.684136], [4.273509, -7.397502, 0.096036], [0.160894, -7.589166, 1.743824], [-1.422622, -5.826817, 1.130505], [-2.634177, -3.843620, 1.241161], [-2.675620, -4.698422, -0.299310], [-2.945971, -2.943097, -0.254797], [3.382378, -5.238779, 0.130250], [3.900281, -3.991432, -5.723221], [3.033603, -3.355034, -4.751203], [1.593722, -3.530895, -4.680172], [1.258754, -2.623499, -3.511972], [0.147596, -2.439975, -3.012291], [2.376838, -2.022744, -3.060478], [3.395035, -2.475809, -3.811952], [4.644326, -2.071213, -3.614821], [3.411031, -4.890119, -6.090883], [4.834952, -4.299720, -5.253857], [4.110420, -3.334556, -6.568978], [1.316237, -4.565720, -4.472173], [1.090375, -3.200755, -5.591521], [4.822127, -1.438256, -2.852782], [5.413009, -2.400190, -4.170266]],
  "forces_ev_per_angstrom": [[0.6, -0.1, 0.8], [0.0, 0.0, 0.0], [0.0, 0.0, 0.1], [0.0, 0.0, 0.0], [0.0, 0.0, -0.1], [0.1, 0.0, 0.0], [-0.2, 0.0, 0.0], [-0.1, -0.2, -0.3], [0.0, 0.1, -0.1], [-0.1, 0.0, 0.0], [0.1, 0.1, 0.0], [0.0, -0.1, 0.0], [-0.2, 0.0, 0.0], [0.1, 0.0, 0.0], [0.0, 0.1, 0.0], [0.0, 0.0, -0.1], [0.0, 0.0, 0.0], [0.0, 0.0, 0.0], [0.0, 0.0, 0.0], [0.0, 0.0, 0.0], [0.1, 0.0, 0.2], [0.0, 0.1, 0.1], [0.0, -0.1, 0.0], [0.0, -0.1, -0.1], [0.0, 0.1, -0.1], [0.0, 0.0, 0.0], [-0.1, 0.1, -0.1], [0.0, -0.1, -0.1], [0.0, 0.0, 0.0], [0.0, 0.0, 0.0], [0.0, 0.0, 0.0], [0.0, 0.0, 0.0], [0.0, 0.0, 0.2], [-0.1, -0.2, 0.0], [0.0, 0.0, 0.0], [0.0, 0.0, 0.0], [0.0, 0.0, 0.0], [0.0, 0.0, 0.0], [0.0, 0.0, 0.0], [0.0, 0.0, 0.0], [0.0, 0.0, 0.0], [0.0, 0.0, 0.0], [0.0, 0.0, 0.0], [0.0, 0.0, 0.0], [0.0, 0.0, 0.0], [0.0, 0.0, 0.0], [0.0, 0.0, 0.0], [0.0, 0.0, 0.0], [0.0, 0.0, 0.0], [0.0, 0.0, 0.0], [0.0, 0.0, 0.0], [0.0, 0.0, 0.0], [0.0, 0.0, 0.0], [0.0, 0.0, 0.0], [0.0, 0.0, 0.0], [0.0, 0.0, 0.0], [0.0, 0.0, 0.0], [0.0, 0.0, 0.0], [0.0, 0.0, 0.0], [0.0, 0.0, 0.0], [0.0, 0.0, 0.0], [0.0, 0.0, 0.0], [0.0, 0.0, 0.0], [0.0, 0.0, 0.0], [0.0, 0.0, 0.0], [0.0, 0.0, 0.0], [0.0, 0.0, 0.0], [0.0, 0.0, 0.0], [0.0, 0.0, 0.0], [0.0, 0.0, 0.0], [0.0, 0.0, 0.0], [0.0, 0.0, 0.0], [0.0, 0.0, 0.0], [0.0, 0.0, 0.0], [0.0, 0.0, 0.0], [0.0, 0.0, 0.0], [0.0, 0.0, 0.0], [0.0, 0.0, 0.0], [0.0, 0.0, 0.0], [-0.1, 0.0, 0.0], [-0.1, 0.1, 0.0], [0.1, -0.1, 0.0], [0.1, 0.0, 0.0], [0.2, -0.1, 0.1], [0.0, 0.0, 0.0], [-0.2, 0.2, -0.2], [-0.1, -0.2, 0.1], [-0.1, 0.1, -0.2], [-0.1, 0.1, 0.0], [0.0, 0.0, 0.0], [0.0, 0.0, 0.0], [0.0, 0.0, 0.0], [0.0, 0.0, 0.0], [0.0, 0.0, 0.0], [0.0, 0.0, 0.0], [0.0, 0.0, 0.0], [0.0, 0.0, 0.0], [0.0, 0.0, 0.0], [0.0, 0.0, 0.0], [0.0, 0.0, 0.1], [0.0, 0.0, 0.0], [0.2, 0.0, 0.0], [-0.1, 0.0, -0.2], [-0.1, 0.2, -0.1], [-0.1, -0.1, 0.0], [0.0, 0.0, 0.0], [0.0, 0.0, 0.0], [0.0, 0.0, 0.0], [0.0, 0.0, 0.0], [0.0, 0.0, 0.0], [0.0, 0.0, 0.0], [0.0, 0.0, 0.0], [0.0, 0.0, 0.0]],
  "charge": 2,
  "total_energy_ha": -3664.88566,
  "orbital_gap_ev": [6.561, 4.362],
  "s2": 8.812,
  "lumo_energy_ev": [-5.63, -7.93],
  "homo_energy_ev": [-12.2, -12.3],
  "fmax_ev_per_a": 1.0,
  "spin_multiplicity": 6
}